Record 1
56
Properties=species:S:1:pos:R:3:nbo_charge:R:1 method="wB97M-V/def2-TZVPD" multiplicity=3 homo_lumo_gap_ev="5.22 / 8.40" relative_energy_kcal_mol=0.0 total_energy_ha=-2288.06335
C 0.33795 1.96713 3.38010 -0.319
C 0.63162 2.51316 2.08346 -0.333
C -0.56088 2.40207 1.27980 -0.329
H 1.57671 2.96888 1.79293 0.245
C -1.58160 1.79422 2.09037 -0.327
C -1.03173 1.54477 3.38931 -0.326
H -1.57784 1.19126 4.26166 0.239
H 0.99674 1.98464 4.24810 0.240
H -0.70806 2.76570 0.26308 0.248
H -2.62319 1.64384 1.81179 0.236
Ti 0.18542 0.28910 1.83200 1.366
C 1.49898 0.13929 0.20032 -1.156
H 1.27984 0.87175 -0.59846 0.197
H 1.46956 -0.90300 -0.15907 0.212
H 2.50639 0.32405 0.61168 0.229
Si -0.26581 -0.76301 -2.03002 1.197
C 1.44005 -0.67026 -2.84964 -0.463
C 2.21452 0.50445 -2.90946 -0.124
H 1.93492 1.39005 -2.33368 0.204
C 3.38042 0.53154 -3.69277 -0.237
H 3.96981 1.44522 -3.74931 0.211
C 3.78437 -0.59483 -4.41539 -0.210
H 4.68239 -0.56531 -5.04037 0.214
C 3.03782 -1.77052 -4.32209 -0.218
H 3.32418 -2.65627 -4.88355 0.212
C 1.89997 -1.82697 -3.51020 -0.205
H 1.35157 -2.76256 -3.40649 0.220
C -1.42490 0.34990 -2.95354 -0.497
C -1.13054 0.72652 -4.27347 -0.132
H -0.28441 0.28477 -4.80175 0.212
C -1.89299 1.72586 -4.88952 -0.231
H -1.65940 2.04013 -5.90722 0.212
C -2.93453 2.35620 -4.19160 -0.209
H -3.53011 3.14347 -4.66824 0.214
C -3.21983 1.98019 -2.87221 -0.217
H -4.01098 2.48235 -2.31270 0.211
C -2.47494 0.97641 -2.24665 -0.198
H -2.66474 0.70948 -1.20441 0.212
H -0.73733 -0.57540 -0.62604 -0.180
H -0.55042 -2.19152 -2.31343 -0.194
N 0.77057 -2.13856 4.96358 -0.551
C 1.94749 -1.48577 5.32298 -0.094
C 2.21530 -0.57885 4.34215 -0.075
N 1.22155 -0.66731 3.36374 -0.585
C 0.37590 -1.66289 3.75476 0.249
C -0.88205 -1.92312 3.10309 0.250
N -1.35112 -1.12676 2.09799 -0.594
C -2.71188 -1.42846 1.95732 -0.066
C -3.04680 -2.39975 2.85484 -0.109
N -1.88978 -2.69760 3.57278 -0.550
H 0.31890 -2.87431 5.50321 0.409
H 2.48574 -1.72002 6.21748 0.218
H 3.02945 0.11833 4.26748 0.220
H -3.34237 -0.90650 1.25392 0.219
H -4.00261 -2.84296 3.07629 0.222
H -1.77724 -3.43224 4.26509 0.408

Record 2
12
Properties=species:S:1:pos:R:3:nbo_charge:R:1 method="wB97M-V/def2-TZVPD" smiles="CC(=S)S/C=N/O" homo_lumo_gap_ev=8.59 relative_energy_kcal_mol=55.5 total_energy_ha=-1043.60071
C -1.27186 -0.09455 -1.41550 -0.694
C 0.21942 -0.24854 -1.25467 -0.286
C -0.53858 -0.06683 1.41355 -0.163
H -1.80120 -0.95956 -0.97190 0.233
H -1.51886 -0.03415 -2.45226 0.244
H -1.65406 0.82033 -0.89941 0.239
H -1.30373 -0.80852 1.36636 0.197
H -1.51969 1.52960 3.71098 0.484
N -0.54022 0.85997 2.28010 -0.107
O -1.64203 0.76103 3.10637 -0.553
S 1.25052 -0.44019 -2.49484 0.036
S 0.89082 -0.19708 0.36823 0.369